ORCA calculation (wB97M-V/def2-TZVPD) on a structure of composition C42H49F5N5NaOP2S2SeTe.

```
! wB97M-V def2-TZVPD RIJCOSX def2/J DEFGRID3
* xyz -2 1
H 6.98 1.03 -1.71
C 4.06 -0.69 -1.57
H 2.91 -1.38 6.34
C 2.61 -1.96 4.30
C 4.54 -5.55 0.14
C -0.91 6.12 -2.78
H -4.62 0.00 -0.18
C 3.40 -3.44 6.04
N -2.97 -1.23 -0.67
C 3.35 -5.34 -0.55
C 4.69 -3.19 0.53
C -1.80 -3.35 0.07
C 1.75 -0.43 2.03
H 6.84 0.30 -4.07
C 5.91 1.00 4.13
H 4.90 -1.05 -4.83
C 6.07 0.02 -3.37
H 4.91 -0.88 4.37
F -2.12 -0.55 -3.39
H -2.14 -4.31 0.51
H 1.19 0.46 1.72
S 0.30 2.96 1.71
C 4.52 2.87 3.57
H 3.60 4.35 1.24
C 3.99 -1.10 -2.90
O 1.42 -1.67 -1.00
H 3.71 2.46 -1.86
H 1.91 -3.89 -1.22
C 2.69 -3.02 3.40
H 5.20 0.43 -0.12
H -0.67 7.17 -2.73
H -3.03 -0.90 -1.63
H 6.14 -4.61 1.22
C 3.49 3.08 -0.99
H 2.43 -2.89 2.36
C -3.73 -0.44 0.28
P 2.75 -1.24 -0.45
C 2.84 -4.06 -0.69
F 1.30 -2.22 -4.43
C 1.77 3.24 0.79
C 3.11 -4.28 3.82
H -0.47 3.31 -0.86
C -1.75 -0.63 2.61
H -2.62 -0.41 3.25
C -1.92 4.25 -3.89
N -1.81 2.12 -2.89
C 5.21 -4.46 0.68
H 2.42 2.47 3.39
C 2.97 -2.19 5.63
H 6.89 0.58 4.32
C 4.79 0.18 4.16
C -0.77 3.95 -1.68
H -1.91 6.27 -4.67
H -3.95 -2.97 -0.03
Na -0.63 -0.63 -0.56
Te -0.15 -1.09 -3.84
H -2.87 -2.43 2.13
H -1.46 -2.70 3.12
C 6.14 0.43 -2.04
C 3.53 0.70 3.91
H 3.80 -1.10 1.72
H 4.94 -6.55 0.25
C -1.60 5.64 -3.85
C 5.78 2.35 3.83
C -1.83 -2.13 2.25
H -3.59 1.18 1.66
H 2.82 -6.18 -0.98
S 1.57 1.08 -0.99
N -1.11 -2.51 1.04
H -4.10 -1.10 1.07
H 3.81 -5.47 5.46
H -0.19 -2.86 1.21
N -1.68 0.28 1.49
C 5.14 0.08 -1.15
H 2.18 4.84 2.18
C 3.50 -2.96 -0.14
H -1.08 -3.57 -0.71
F -1.07 -1.72 -5.34
H -0.87 -0.45 3.23
N -2.60 3.65 -4.85
H 4.38 3.09 -0.35
H -2.71 1.46 0.16
C 4.98 -0.74 -3.79
H 6.66 2.98 3.78
P 1.98 -0.29 3.85
C 3.47 -4.49 5.14
C 3.40 2.06 3.61
H 3.34 4.11 -1.34
H 1.08 -1.27 1.85
C -2.93 0.70 0.92
H 4.41 3.92 3.31
H 2.35 5.32 0.50
C 3.04 -0.52 1.20
C 2.52 4.50 1.21
Se -2.72 1.93 -4.40
F 0.47 0.24 -5.16
H 3.42 0.49 1.07
C -0.50 5.27 -1.69
H 3.14 -1.68 -3.24
H 0.02 5.71 -0.85
H 3.17 -5.08 3.09
F -0.77 -2.73 -2.92
C -3.04 -2.67 -0.57
H 3.68 -3.60 7.08
H -3.12 -3.08 -1.58
C 2.26 2.55 -0.27
C -1.49 3.39 -2.79
H 5.26 -2.35 0.95
H -1.06 1.08 1.66
*
```

Summary:
LUMO: 0.1230 Ha
Largest force on an atom: 0.460 eV Å⁻¹
HOMO energy: -0.905 eV
HOMO-LUMO gap: 4.25 eV


ORCA calculation (wB97M-V/def2-TZVPD) on a structure of composition C42H50AsCrO8SSe at a distorted geometry.

```
! wB97M-V def2-TZVPD RIJCOSX def2/J DEFGRID3
* xyz -2 2
C -0.27 2.23 -0.83
C 7.05 -2.50 0.43
H -0.23 3.92 0.45
C 0.63 0.85 3.75
H -3.08 0.23 -5.05
H 2.73 2.13 6.19
H -2.56 1.91 -4.86
C -1.85 6.21 -0.18
O 0.41 -2.93 -1.55
H -3.26 -2.83 1.62
H -1.49 0.58 -4.38
H 7.75 -3.25 0.08
H -0.70 0.74 6.24
H -4.58 2.49 -3.58
C -1.77 -2.63 3.84
C -3.15 0.95 -3.01
H -2.42 -1.63 0.62
H 3.06 -4.57 -7.59
H -5.12 0.83 -3.85
H -3.84 3.22 -1.71
C 1.16 -4.24 -4.22
C -0.50 -0.92 2.47
H 2.04 -2.39 -6.91
C 0.36 2.96 5.06
C -3.25 -0.48 -2.44
C -2.65 -1.92 1.64
S 0.60 -1.59 -4.56
O -0.33 -0.90 0.10
H 2.84 -6.53 -6.07
H 8.41 -1.68 1.88
H 0.67 1.32 7.20
H 1.73 2.26 2.55
C -2.83 2.95 -1.47
H -2.28 -0.96 -2.39
C -4.57 1.48 -3.16
H -3.22 5.61 2.13
H 0.35 -3.51 2.35
H -4.50 6.19 0.10
O 1.12 -5.42 -1.65
O -1.35 -4.84 -2.77
H -0.83 6.06 0.18
C -2.52 0.92 -4.41
C 6.52 -0.66 1.88
H 1.64 -6.31 -3.93
As 0.13 -4.22 -2.56
H -2.26 7.10 0.31
H 4.54 0.16 1.66
H -1.79 6.40 -1.26
C -2.78 4.75 1.62
C -0.17 -0.29 3.66
C 0.39 0.80 6.28
O 0.57 -0.75 -5.73
C 5.79 -2.42 -0.13
H 2.93 0.65 5.23
C 2.48 1.64 5.24
H -2.38 -1.88 4.36
C 3.56 -1.37 -0.28
C -2.30 1.81 -2.07
H -4.15 5.45 -1.47
H -0.90 -2.86 4.47
C -0.82 3.36 -0.26
H -2.37 -3.55 3.76
C -0.97 1.43 -1.76
H -4.82 4.47 -0.16
C 1.97 -3.27 -6.28
C -0.01 -0.37 1.24
H -0.32 -3.10 0.76
H -3.89 -1.09 -3.09
C 0.81 0.78 1.34
C -2.12 3.75 -0.57
H -3.39 3.86 1.84
H 6.80 0.03 2.66
H 1.48 -4.91 -0.91
H -5.11 1.49 -2.21
C 0.96 1.55 5.07
C -1.36 -2.18 2.44
C 1.11 1.37 2.55
C 1.73 -5.45 -4.59
H 5.49 -3.10 -0.92
C -0.57 -3.33 1.79
C 2.53 -4.48 -6.64
H -1.16 -4.25 1.81
H 0.60 3.49 5.99
O -0.69 -1.96 -4.00
H -3.23 -1.12 2.11
C 4.86 -1.46 0.30
H -0.55 -0.71 4.58
C 2.41 -5.58 -5.80
Se 1.45 1.59 -0.27
O -0.38 0.41 -2.33
H 0.78 -0.22 6.33
Cr 0.62 -1.02 -1.61
H -0.72 2.92 4.96
H 0.76 3.54 4.23
H -3.69 -0.46 -1.44
C 1.29 -3.16 -5.07
H -1.79 4.57 2.03
H 2.93 2.22 4.44
O 1.55 -1.15 -3.51
C 5.26 -0.58 1.32
C 2.46 -1.26 -0.78
C 7.43 -1.62 1.44
C -2.72 4.98 0.10
C -4.13 5.29 -0.39
*
```

Summary:
<S²>: 1.03
LUMO (alpha / beta): 0.1440 / 0.1441 Ha
Largest force on an atom: 1.131 eV Å⁻¹
HOMO energy (alpha / beta): -2.523 / -2.435 eV
HOMO-LUMO gap (alpha / beta): 6.44 / 6.36 eV


largest force on an atom of number 2 (C42H50AsCrO8SSe)?
1.131 eV Å⁻¹


Look up the largest force on an atom of the first one.
0.460 eV Å⁻¹


Which of these has the highest largest force on an atom?
C42H50AsCrO8SSe